# 1
A molecular structure, C15H13BiCeI2NO7S2. Source: OMol25; level of theory: ωB97M-V with the def2-TZVPD basis set.

Geometry as XYZ:
```
42
Properties=species:S:1:pos:R:3
C 0.05 1.21 2.59
I -1.63 4.10 -0.43
O -1.28 -3.03 -0.90
C -3.71 -2.63 4.24
H -3.35 -4.11 2.59
S -2.19 -2.32 0.08
C 0.70 -2.56 1.24
H 3.90 0.59 -2.67
H 2.33 3.54 -3.87
H 0.59 3.05 -3.78
C 2.05 0.76 -4.41
C 1.99 1.55 -3.10
H -3.04 0.83 3.85
H 2.19 -0.31 -4.18
O 1.09 -3.29 2.04
O 3.03 3.46 0.68
S 0.37 0.73 -2.58
N -1.66 -0.64 0.31
C -2.81 -0.75 2.42
C -2.35 0.06 1.27
O -2.45 1.32 1.25
H 3.88 2.36 -2.49
I 0.90 -3.44 -3.06
C 2.29 2.59 0.46
C 3.30 1.43 -2.31
O 4.31 -1.46 -0.65
Bi 0.01 1.81 0.17
C -2.57 -2.15 2.32
H -4.00 -3.38 4.98
H -3.87 -0.90 5.55
O -0.30 1.52 3.66
H 1.08 0.87 -4.92
C -3.11 -0.26 3.69
H 2.87 1.13 -5.04
C 1.57 3.02 -3.27
C -3.40 -3.08 2.95
O -1.54 -2.68 1.53
C -3.57 -1.25 4.57
Ce 0.45 -1.35 -0.81
C 3.19 -1.23 -0.45
H 1.45 3.53 -2.30
H 3.21 1.36 -1.21
```

- E_HOMO (alpha / beta) (eV) = -20.302 / -20.303
- charge = +4
- frontier orbital gap (alpha / beta) (eV) = 5.06 / 3.86
- calculated total energy (eV) = -88177.113
- energy relative to the best compared isomer or geometry (same formula, charge and spin) (kcal per mole) = 48.4
- multiplicity = 2

Löwdin population analysis, charges in e, atoms 1 to 8: -0.08 0.51 -0.53 0.12 0.17 1.14 -0.05 0.10

=====

# 2
A molecular structure, C15H13BrIO4Tl. Source: OMol25; level of theory: ωB97M-V with the def2-TZVPD basis set.

Geometry as XYZ:
```
35
Properties=species:S:1:pos:R:3
H -2.29 -1.99 2.84
H -3.06 -3.90 1.62
C -1.28 -4.02 0.39
C 1.05 3.82 -3.21
C -0.96 -0.03 3.71
C 1.24 3.87 -1.82
C -0.38 -1.75 1.84
H -0.41 -0.05 4.66
C 0.97 5.07 -1.23
H 0.34 7.13 -1.40
O 1.60 -1.92 0.44
C -0.02 -0.58 2.64
O 1.02 0.06 2.55
C 0.62 4.92 -3.94
C 0.54 6.20 -1.92
H -1.58 -6.53 -1.67
O 3.87 -1.25 2.56
H -1.90 -0.55 3.86
H 0.49 4.84 -5.02
O -1.80 -5.11 -0.26
H 0.57 -3.89 -0.67
C -0.06 -3.47 0.10
H 0.03 6.99 -3.85
Tl 2.91 -0.18 1.20
I 2.03 1.83 -0.62
H 1.24 2.89 -3.73
Br 1.18 5.32 0.70
C -2.09 -3.47 1.40
H -0.06 -6.04 -0.89
H -1.17 1.01 3.46
C 0.36 6.12 -3.29
C 0.46 -2.32 0.80
C -1.02 -5.68 -1.27
C -1.63 -2.37 2.08
H -0.82 -4.97 -2.08
```

- E_HOMO (eV) = 0.055
- charge = -2
- frontier orbital gap (eV) = 4.41
- calculated total energy (eV) = -106789.856
- energy relative to the best compared isomer or geometry (same formula, charge and spin) (kcal per mole) = 33.5

Löwdin population analysis, charges in e, atoms 1 to 8: 0.08 0.09 -0.31 -0.19 -0.01 -0.54 -0.07 0.09

=====

# 3
A molecular structure, C15H13BrN2O2PdS3. Source: OMol25; level of theory: ωB97M-V with the def2-TZVPD basis set.

Geometry as XYZ:
```
37
Properties=species:S:1:pos:R:3
S 0.81 -1.78 2.42
C -4.06 2.05 1.98
O -1.39 -0.75 4.02
H 2.69 2.17 -1.71
C -3.64 2.47 0.69
H 0.11 3.48 0.92
H 0.44 2.40 2.30
C 0.87 2.93 1.46
H 2.90 3.50 -0.55
O 0.16 -0.41 2.17
C 1.98 -4.10 -3.38
C 1.13 -2.33 0.85
S 1.88 -3.87 0.62
C 2.18 2.78 -0.96
C 1.77 -3.64 -1.07
H -3.62 0.85 3.70
H 1.34 3.31 -1.40
H 2.64 -5.46 -1.87
S 1.65 1.71 0.38
H -4.99 2.44 2.39
Pd -0.20 0.37 -0.40
C -3.32 1.17 2.71
H 1.25 -2.57 -4.73
H 0.52 -1.04 -2.93
C -2.10 0.66 2.18
C 1.38 -2.84 -3.69
C 1.17 -2.39 -1.36
C 0.98 -1.99 -2.70
C -2.49 1.90 0.25
N -1.72 1.02 0.90
H 1.65 3.60 1.80
C 2.18 -4.51 -2.09
N 0.83 -1.66 -0.26
H 2.28 -4.74 -4.20
C -1.33 -0.18 2.99
Br -1.73 2.27 -1.48
H -4.19 3.17 0.09
```

- E_HOMO (alpha / beta) (eV) = -12.598 / -15.653
- charge = +2
- frontier orbital gap (alpha / beta) (eV) = 6.20 / 5.80
- calculated total energy (eV) = -128850.157
- multiplicity = 5

Löwdin population analysis, charges in e, atoms 1 to 8: 1.18 -0.01 0.17 0.05 -0.06 0.05 0.04 -0.32